C30H90O15 | ωB97M-V/def2-TZVPD

```
135
Properties=species:S:1:pos:R:3:forces:R:3:mulliken_charge:R:1
C -0.372 -4.360 -1.882 0.57 -0.69 -0.20 -0.1600
C 0.293 -5.143 -3.029 -1.93 1.07 0.21 -0.5013
O 0.468 -6.470 -2.690 1.25 -1.41 0.36 -0.5729
H 0.269 -4.366 -1.000 0.33 0.73 -0.12 -0.0949
H -1.231 -4.914 -1.503 -0.45 0.02 -0.46 0.5618
H -0.672 -3.387 -2.269 0.06 0.16 0.53 -0.0744
H 1.212 -4.662 -3.364 0.19 -0.42 0.19 0.1948
H -0.420 -5.118 -3.853 0.07 0.37 -0.52 0.3581
H -0.374 -6.868 -2.457 -0.06 0.14 -0.03 0.3264
C -4.131 1.201 1.871 -0.57 0.16 -1.05 -0.5253
C -4.892 0.332 2.871 0.67 -0.42 0.16 -0.2970
O -6.285 0.229 2.662 -0.67 0.72 -1.00 -0.5878
H -4.087 0.812 0.854 -0.25 -0.80 -0.10 0.1777
H -3.076 1.318 2.119 -0.17 0.15 0.57 -0.0146
H -4.582 2.169 1.656 0.00 0.26 0.79 0.4679
H -4.712 0.714 3.875 0.22 -0.04 0.09 0.3838
H -4.506 -0.683 2.777 0.49 -0.08 0.37 0.1058
H -6.720 -0.232 3.383 0.34 0.01 0.12 0.3208
C -3.269 -2.817 -0.379 0.26 -1.42 -0.45 0.0875
C -4.386 -2.847 -1.418 1.39 0.09 1.03 -0.8012
O -4.538 -1.494 -1.721 -1.47 1.18 -0.78 -0.5656
H -2.407 -2.275 -0.767 0.04 -0.06 0.02 -0.2823
H -2.978 -3.854 -0.212 0.32 0.01 0.56 0.3240
H -3.587 -2.333 0.544 -0.15 -0.10 0.01 0.1766
H -5.261 -3.307 -0.960 -0.29 -0.02 -0.41 0.4049
H -4.112 -3.332 -2.355 0.02 -0.39 0.18 0.2951
H -5.110 -1.165 -1.024 -0.01 0.69 -0.09 0.3511
C 0.178 0.198 0.736 -0.24 0.64 -0.25 0.0174
C -0.622 0.248 -0.577 0.11 -0.61 1.43 1.2057
O -0.062 -0.785 -1.362 0.79 0.17 0.10 0.7753
H 1.206 0.469 0.496 0.17 -0.16 0.19 -0.4205
H 0.139 -0.772 1.232 0.05 -0.21 -0.39 -0.1762
H -0.188 0.897 1.488 -0.12 0.29 -0.13 0.0915
H -0.592 1.240 -1.028 0.35 0.00 -0.22 -1.2930
H -1.671 0.050 -0.355 -0.28 -0.17 -0.10 0.1883
H -0.551 -0.952 -2.172 -0.60 -0.09 -0.28 -0.5915
C 3.972 0.513 2.581 0.83 0.00 0.65 -0.2309
C 4.694 -0.804 2.313 -1.66 0.53 -0.02 -0.0722
O 4.215 -1.761 3.229 0.81 -0.20 0.42 -0.6230
H 4.123 0.728 3.639 -0.02 0.33 0.08 0.3757
H 2.897 0.414 2.428 0.03 0.04 -0.26 -0.3228
H 4.425 1.302 1.982 -0.28 0.22 -0.06 0.2849
H 5.776 -0.693 2.389 -0.03 -0.15 -0.28 0.3669
H 4.289 -1.090 1.343 1.00 -0.24 -0.64 -0.2058
H 3.558 -2.248 2.725 -0.68 -0.40 0.31 0.3987
C 0.601 1.855 4.770 0.38 0.09 0.45 -0.1361
C 0.498 3.284 5.347 -0.77 -0.58 -1.22 -0.3578
O -0.835 3.434 5.856 0.20 -0.05 1.02 -0.5683
H 0.466 1.077 5.522 0.00 0.24 0.38 0.5018
H 1.577 1.650 4.329 0.04 0.22 -0.13 -0.0421
H -0.168 1.628 4.032 -0.06 0.48 -0.14 -0.2470
H 0.525 4.022 4.545 0.65 -0.10 -0.22 0.0512
H 1.253 3.561 6.083 0.01 -0.37 0.09 0.4766
H -0.779 3.984 6.640 -0.26 0.04 0.08 0.2720
C -2.339 4.580 1.403 -0.05 0.13 -0.33 -0.8441
C -1.548 4.355 2.651 -0.04 -0.53 0.81 0.3921
O -2.358 3.793 3.677 -0.50 0.26 -0.76 -0.6254
H -2.745 3.650 1.004 0.05 -0.09 0.08 -0.0531
H -1.673 5.006 0.654 -0.11 0.08 -0.08 0.2564
H -3.178 5.255 1.575 0.04 0.07 0.04 0.3633
H -1.095 5.276 3.017 0.04 0.32 -0.15 0.4137
H -0.734 3.652 2.473 0.36 -0.06 -0.37 -0.3829
H -1.844 3.833 4.486 0.00 -0.23 0.52 0.4885
C 4.149 -3.443 -1.447 -0.60 -0.20 0.05 -1.4883
C 3.058 -2.504 -1.843 -0.27 0.57 -0.48 0.7464
O 2.251 -2.203 -0.708 0.70 -0.11 -0.26 0.9574
H 4.622 -3.790 -2.365 0.41 -0.08 0.30 0.4589
H 3.680 -4.273 -0.918 0.27 -0.23 -0.11 0.2396
H 4.815 -2.927 -0.757 0.30 -0.18 -0.18 0.2762
H 2.446 -2.858 -2.672 -0.31 -0.67 0.15 -0.2794
H 3.502 -1.627 -2.315 0.14 0.64 0.46 -0.0227
H 1.462 -1.749 -1.012 -0.66 0.47 -0.03 -0.4380
C -2.725 0.176 -5.034 -0.75 -0.54 0.09 -1.4924
C -2.084 0.066 -3.648 -0.74 1.74 -0.99 0.5089
O -1.871 -1.248 -3.263 0.71 -1.20 -0.16 -0.3714
H -2.911 1.187 -5.397 0.31 0.17 0.28 0.3508
H -3.709 -0.289 -4.977 -0.18 -0.07 -0.03 0.3911
H -2.197 -0.376 -5.812 0.37 0.06 0.18 0.2680
H -2.721 0.527 -2.893 -0.13 0.36 -0.07 0.2697
H -1.155 0.636 -3.676 0.37 -0.32 0.29 -0.2901
H -2.676 -1.582 -2.861 -0.27 0.05 0.13 -0.0092
C -1.234 -1.191 3.995 -0.44 -0.29 0.44 -0.7657
C -1.840 -2.498 3.465 1.15 1.16 0.85 0.2284
O -3.070 -2.686 4.150 0.00 -0.23 -0.62 -0.5871
H -1.163 -1.148 5.081 0.01 -0.59 0.17 0.4983
H -1.944 -0.388 3.799 0.35 0.31 -0.56 0.0546
H -0.216 -1.045 3.634 -0.20 0.27 -0.36 0.0821
H -1.127 -3.301 3.653 -0.12 -0.33 0.06 0.3475
H -1.920 -2.386 2.384 -0.46 -0.17 -0.17 -0.1930
H -3.559 -3.336 3.640 -0.25 -0.14 0.17 0.3277
C 3.046 1.640 -2.287 -0.92 -0.19 0.71 -1.1034
C 1.769 2.453 -2.532 1.06 -0.37 0.43 1.2714
O 1.964 3.227 -3.659 0.46 0.24 -1.33 -0.7450
H 3.915 2.297 -2.247 -0.01 -0.12 -0.10 0.5017
H 3.189 0.803 -2.970 0.04 0.36 -0.42 0.1658
H 2.910 1.143 -1.326 0.26 0.03 0.32 -0.0999
H 1.604 3.151 -1.711 -0.14 -0.30 0.60 0.1789
H 0.903 1.802 -2.648 -0.18 -0.30 0.12 -0.6764
H 1.224 3.838 -3.691 -0.28 0.35 -0.23 0.5497
C 0.856 -2.082 -5.362 0.96 1.11 -0.16 -1.0104
C 1.492 -0.696 -5.133 -0.25 -0.61 1.00 0.9618
O 2.153 -0.244 -6.258 0.58 0.08 -1.55 -0.6302
H 1.562 -2.841 -5.700 0.29 0.17 0.06 0.4058
H 0.164 -1.918 -6.188 -0.57 -0.46 0.39 0.3717
H 0.461 -2.404 -4.398 -0.64 -0.06 -0.34 -0.0325
H 2.197 -0.690 -4.302 -0.06 -0.32 0.39 -0.2991
H 0.701 0.009 -4.881 -0.32 0.05 0.24 -0.1358
H 2.604 0.579 -6.057 -0.03 0.09 0.04 0.3516
C -1.522 4.079 -2.074 0.15 0.71 -0.62 -0.3327
C -1.558 4.590 -3.514 -0.78 -1.00 -0.10 -0.4216
O -0.235 4.787 -3.944 0.75 0.51 -0.14 -0.5807
H -0.919 3.178 -1.959 0.03 0.09 -0.19 -0.3301
H -2.507 3.888 -1.648 0.00 0.21 -0.11 0.4925
H -1.031 4.908 -1.566 -0.03 -0.28 0.61 0.2456
H -2.128 5.515 -3.609 -0.06 0.15 0.26 0.3015
H -1.992 3.886 -4.224 -0.46 -0.30 0.21 0.2435
H -0.243 4.827 -4.903 0.13 0.13 -0.09 0.2939
C 2.454 -4.961 3.007 0.13 -0.76 0.10 -1.4672
C 2.660 -4.254 1.699 0.47 -0.99 0.80 0.0879
O 2.146 -2.996 1.904 -0.85 1.68 0.12 -0.3874
H 2.947 -4.472 3.847 0.17 0.04 -0.15 0.2972
H 2.830 -5.977 2.888 -0.05 -0.15 0.36 0.4205
H 1.388 -4.988 3.233 -0.04 -0.12 -0.03 0.2487
H 2.145 -4.826 0.927 -0.04 0.16 -0.38 0.2360
H 3.720 -4.162 1.464 0.23 -0.37 -0.20 0.3137
H 2.200 -2.516 1.074 -0.12 0.28 -0.71 0.4489
C 2.774 4.056 2.578 1.04 -0.65 2.09 -1.1356
C 2.268 3.591 1.276 0.13 -0.31 0.48 0.8178
O 2.015 4.736 0.517 -0.56 0.19 -1.34 -0.5395
H 2.093 4.681 3.156 -0.18 0.07 -0.37 0.2466
H 3.738 4.563 2.538 -0.01 0.26 -0.39 0.4515
H 2.989 3.184 3.196 -0.05 -0.17 0.28 0.1569
H 1.386 2.973 1.445 -0.43 0.33 -0.38 -0.5188
H 2.992 2.920 0.813 0.14 -0.01 -0.28 0.1620
H 2.868 4.981 0.151 -0.07 0.32 -0.19 0.3681
```
Positions in Å, forces in eV/Å.

Properties
HOMO level, eV: -9.519
Relative energy (zero: lowest compared OMol25 entry of this formula, charge and spin), kcal/mol: 126.73
Charge: 0